1.
Formula: CH2FIS
Source: OMol25
Level of theory: ωB97M-V with the def2-TZVPD basis set

The geometry in ORCA input format:
```
! RIJCOSX wB97M-V def2-TZVPD def2/J DEFGRID3
* xyz 0 1
H -0.81233 -0.98934 1.21334
I 2.12912 -0.69297 -0.05891
H -1.23684 -0.63715 -1.15974
S -0.74121 0.61702 -1.19390
C 0.25611 0.29683 0.23909
F 0.40514 1.40561 0.96012
*
```

For the LUMO energy (alpha / beta), the calculation gives -0.99 / -0.99 eV. As for the highest occupied orbital energy (alpha / beta): -9.17 / -9.17 eV. The calculated total energy is -22718.9025 eV.

And the Löwdin charges, in e, turn out to be:
1. H 0.164
2. I 0.735
3. H -0.122
4. S 0.641
5. C -1.289
6. F -0.130



2.
Formula: CH2FLiOY
Source: OMol25
Level of theory: ωB97M-V with the def2-TZVPD basis set

The geometry in ORCA input format:
```
! RIJCOSX wB97M-V def2-TZVPD def2/J DEFGRID3
* xyz 1 1
C -0.55925 0.36781 -0.10181
Li 0.63413 -1.87922 0.10819
F -1.09972 -0.94389 0.33615
H -1.02385 0.66807 -1.05278
H -1.08993 1.00779 0.61923
O 0.92266 -0.19309 -0.57303
Y 2.21597 0.97252 0.66405
*
```

For the LUMO energy, the calculation gives -4.11 eV. As for the highest occupied orbital energy: -10.60 eV. The calculated total energy is -7073.4048 eV.

And the Löwdin charges, in e, turn out to be:
1. C -0.190
2. Li 0.628
3. F -0.186
4. H 0.110
5. H 0.108
6. O -0.742
7. Y 1.270



3.
Formula: CH2FN2O3
Source: OMol25
Level of theory: ωB97M-V with the def2-TZVPD basis set

The geometry in ORCA input format:
```
! RIJCOSX wB97M-V def2-TZVPD def2/J DEFGRID3
* xyz -1 1
O -2.35758 0.31370 -0.36441
N -0.74128 -0.59849 0.86269
H -1.54658 -0.99051 1.42201
F 1.54916 0.91753 0.73894
H 0.82099 -0.78991 -0.08536
C 1.48808 0.10996 -0.35479
O -0.31342 0.68684 -0.90029
O 2.25402 0.20698 -1.26026
N -1.15340 0.14389 -0.05852
*
```

For the LUMO energy, the calculation gives 4.52 eV. As for the highest occupied orbital energy: -4.93 eV. The calculated total energy is -12907.2658 eV.

And the Löwdin charges, in e, turn out to be:
1. O -0.101
2. N 0.045
3. H 0.084
4. F 0.002
5. H 0.104
6. C -0.505
7. O -0.093
8. O 0.015
9. N -0.552



4.
Formula: CH2FNO
Source: OMol25
Level of theory: ωB97M-V with the def2-TZVPD basis set

The geometry in ORCA input format:
```
! RIJCOSX wB97M-V def2-TZVPD def2/J DEFGRID3
* xyz 0 1
F 1.73272 -1.09625 -0.33787
H -0.41337 -0.74232 0.83277
H 1.71052 -0.32908 -0.87473
O -0.51246 0.95011 -0.56473
C -0.83257 0.16351 0.44917
N -1.68484 1.05403 0.49539
*
```

For the LUMO energy, the calculation gives 0.68 eV. Its SMILES is C1=NO1.F. As for the highest occupied orbital energy: -9.97 eV. The calculated total energy is -7320.5691 eV.

And the Löwdin charges, in e, turn out to be:
1. F -0.074
2. H 0.121
3. H 0.093
4. O -0.052
5. C -0.282
6. N 0.194



5.
Formula: CH2FNO
Source: OMol25
Level of theory: ωB97M-V with the def2-TZVPD basis set

The geometry in ORCA input format:
```
! RIJCOSX wB97M-V def2-TZVPD def2/J DEFGRID3
* xyz 0 3
N 0.30538 -2.16742 1.09723
O 0.14149 1.69521 -0.33053
H 1.05495 1.80652 -0.13816
F -1.13203 -0.78615 -0.26056
H -0.00998 0.92207 -0.87035
C -0.35981 -1.47023 0.50238
*
```

For the LUMO energy (alpha / beta), the calculation gives 0.88 / -5.36 eV. Its expectation value of S² is 2.003. As for the highest occupied orbital energy (alpha / beta): -6.04 / -11.55 eV. The calculated total energy is -7315.6074 eV.

And the Löwdin charges, in e, turn out to be:
1. N 0.275
2. O -0.062
3. H 0.015
4. F 0.153
5. H -0.009
6. C -0.371



6.
Formula: CH2FNO2S
Source: OMol25
Level of theory: ωB97M-V with the def2-TZVPD basis set

The geometry in ORCA input format:
```
! RIJCOSX wB97M-V def2-TZVPD def2/J DEFGRID3
* xyz 0 1
C -0.60378 -1.08871 3.00473
H -0.31933 -0.34531 -0.73295
H -0.65989 -1.58832 3.90151
S 0.46351 1.29477 -1.86972
F 0.61341 1.05036 -3.57384
N -0.57766 -0.39292 2.11826
O -0.65959 0.18798 -1.42601
O 1.74332 0.88214 -1.42200
*
```

For the LUMO energy, the calculation gives 0.75 eV. As for the highest occupied orbital energy: -11.15 eV. The calculated total energy is -20205.7430 eV.

And the Löwdin charges, in e, turn out to be:
1. C -0.060
2. H 0.015
3. H 0.035
4. S 0.956
5. F -0.357
6. N 0.072
7. O -0.266
8. O -0.396